Here is 6 unconnected molecules or ions with the total composition C22H41N5OS at a distorted geometry from the OMol25 dataset. Energies are from ωB97M-V/def2-TZVPD.

```
70
Properties=species:S:1:pos:R:3:forces:R:3
C -19.9650 0.9972 0.1187 -0.55 0.08 0.60
C -19.4312 2.2076 0.9158 0.58 1.26 -1.51
C -18.2566 3.1067 0.2360 0.15 -1.87 2.94
C -18.2975 3.5466 -1.0939 -0.92 0.78 -3.71
N -18.3330 3.9430 -2.1875 0.03 -0.54 1.70
H -19.2584 0.3462 -0.3961 0.34 0.39 0.13
H -20.7668 1.2423 -0.5779 0.29 0.34 -0.20
H -20.4678 0.3733 0.8576 0.04 -0.22 0.02
H -19.1292 1.8990 1.9166 0.51 0.04 -0.21
H -20.2317 2.9267 1.0894 -0.43 -0.16 -0.05
H -17.3466 2.5185 0.3541 0.19 -0.05 -0.09
H -18.0623 4.0132 0.8092 -0.17 -0.14 0.45
C -22.9179 9.9281 6.5818 -0.53 -0.15 -1.27
C -22.9665 10.1901 5.0438 0.26 0.22 0.95
C -21.5693 10.2683 4.4884 0.94 0.05 -0.78
C -20.6124 10.8149 5.4323 -1.08 -1.03 -1.30
N -19.8427 11.2791 6.1154 1.76 1.00 1.53
H -22.3612 9.0209 6.8163 0.19 0.01 -0.04
H -23.9284 9.7563 6.9527 0.10 0.38 0.24
H -22.4102 10.7908 7.0133 -0.35 -0.22 0.45
H -23.3138 11.2041 4.8457 -0.92 -0.25 0.21
H -23.5196 9.4347 4.4856 -0.26 0.29 0.10
H -21.4942 10.9660 3.6544 -0.30 -0.02 -0.35
H -21.1904 9.3251 4.0948 0.08 -0.29 0.26
C -19.6339 13.8034 2.0644 1.33 -0.50 -0.25
C -18.9072 12.5276 2.6928 -1.93 0.79 0.98
C -17.5568 12.5797 3.4203 0.81 0.49 -1.07
C -17.3065 13.6445 4.3897 -0.41 1.09 0.54
N -17.1431 14.4913 5.1602 -0.10 -0.87 -0.77
H -18.9688 14.2770 1.3423 0.19 0.12 0.05
H -19.9848 14.5984 2.7223 0.31 -0.37 0.48
H -20.4931 13.5243 1.4544 -0.08 -0.47 0.21
H -18.8527 11.7645 1.9164 0.17 -0.02 -0.06
H -19.5724 12.1541 3.4713 -0.39 -0.17 -0.20
H -16.8277 12.6637 2.6144 0.51 0.19 0.23
H -17.3085 11.6579 3.9465 -0.40 -0.25 -0.15
C -22.0599 10.4704 -1.2937 -0.23 1.21 1.08
C -22.8833 9.2293 -1.4787 0.83 -0.81 -0.32
C -22.3847 8.3201 -2.6013 0.01 0.35 -0.74
C -20.9375 8.1629 -2.7845 1.70 -0.94 0.66
N -19.8056 7.9255 -2.9196 -1.73 0.63 0.34
H -22.7765 11.2020 -0.9203 0.19 0.67 -0.58
H -21.4834 10.8167 -2.1515 -0.44 0.05 -0.16
H -21.3636 10.4908 -0.4553 0.27 -0.61 -0.04
H -23.9076 9.5022 -1.7323 0.01 -0.20 0.19
H -22.8791 8.6120 -0.5804 -0.31 0.18 0.33
H -22.6532 8.7782 -3.5532 -0.59 -0.26 -0.14
H -22.8620 7.3494 -2.4669 0.15 -0.10 -0.54
C -24.0340 6.7263 4.2986 -0.31 0.89 -0.22
C -25.5967 6.7907 4.3782 0.81 -0.82 1.72
C -26.0348 5.8211 5.5588 0.86 0.73 -0.01
C -25.5975 6.3775 6.8926 -0.32 -0.06 -0.01
N -25.3424 6.8002 7.9398 -0.08 -0.38 -1.20
H -23.6333 5.7220 4.1606 -0.31 -0.15 -0.21
H -23.4845 7.1434 5.1425 -0.52 -0.09 0.57
H -23.6891 7.3795 3.4970 -0.03 -0.18 -0.53
H -26.0169 6.5187 3.4099 -0.16 -0.18 0.25
H -25.9648 7.7723 4.6768 0.26 0.19 -0.39
H -25.5021 4.8836 5.3997 -0.18 -0.17 0.20
H -27.1006 5.6069 5.6383 0.03 0.17 -0.23
C -20.0019 8.5124 1.0332 -1.28 1.75 -1.12
S -20.4649 6.7451 1.1403 2.16 2.04 0.32
O -19.1566 6.1868 0.5540 -0.78 -0.45 0.16
C -20.2846 6.6539 2.9211 0.34 -0.99 0.75
H -20.6584 9.1008 1.6741 -0.26 -0.45 0.42
H -20.2206 8.9387 0.0542 -0.02 -0.70 -0.36
H -18.9863 8.8490 1.2415 0.32 -1.23 0.36
H -19.7224 5.7380 3.1033 -0.01 -0.14 0.01
H -21.2129 6.5788 3.4874 -0.25 0.13 -0.43
H -19.6812 7.4917 3.2707 -0.10 0.01 -0.22
```
Positions in Å, forces in eV/Å.

The calculation puts the frontier orbital gap (spin up / spin down) at 8.41 / 4.37 eV. Its total charge is +1. The LUMO energy (spin up / spin down) is -4.714 / -8.754 eV. The spin multiplicity is 2. The value obtained for the total energy is -43798.63492 eV.